--- w ---
DFT (ωB97M-V with the def2-TZVPD basis set) results for an isolated molecule of CH2BrNOS.

Atoms and positions in Å:
C 1.43 0.59 -0.03
N 0.48 -0.37 -0.03
O 1.20 1.73 0.07
S -1.19 -0.06 0.04
Br 3.26 -0.17 0.00
H 0.59 -1.39 -0.19
H -1.07 0.39 -1.13

Values from the calculation:
- Lowest unoccupied orbital energy: 0.263 eV
- Orbital gap: 10.37 eV
- SMILES: O=C(Br)NS
- E_HOMO: -10.1104 eV



--- x ---
DFT (ωB97M-V with the def2-TZVPD basis set) results for a cluster of 2 separate species, CH2BrNOS in total.

Atoms and positions in Å:
C -0.76 1.33 0.86
N -0.19 0.53 0.08
O -1.33 2.19 1.40
S -3.42 -0.04 -0.66
Br -2.06 -1.30 -1.78
H 0.67 0.18 0.23
H -0.61 -0.22 -0.54

Values from the calculation:
- Lowest unoccupied orbital energy: -1.291 eV
- Orbital gap: 5.89 eV
- E_HOMO: -7.1794 eV



Top of the stability list: w, leading by 0.0787 hartree.



--- w ---
DFT (ωB97M-V with the def2-TZVPD basis set) results for an isolated molecule of C5H7FO.

Atoms and positions in Å:
C 0.30 -1.58 0.96
C -0.47 -0.30 1.04
C -0.69 0.64 0.13
C -0.21 0.68 -1.27
C 1.14 1.13 -1.63
H 1.07 -1.60 1.71
H 0.75 -1.70 -0.03
H -0.40 -2.41 1.15
H -1.30 1.47 0.40
H -0.99 0.89 -2.03
H 1.87 1.38 -0.82
H 1.33 1.62 -2.60
O 0.77 -0.24 -1.71
F -0.99 -0.13 2.28

Values from the calculation:
- Lowest unoccupied orbital energy: 1.065 eV
- Orbital gap: 10.33 eV
- SMILES: C/C(F)=C\[C@H]1CO1
- E_HOMO: -9.2631 eV



--- x ---
DFT (ωB97M-V with the def2-TZVPD basis set) results for an isolated molecule of C5H7FO.

Atoms and positions in Å:
C 0.23 0.96 0.66
C -1.06 1.08 0.30
C 1.12 -0.06 -0.19
C -1.62 0.29 -0.71
C 0.09 -0.90 -1.01
O -0.14 -2.14 -0.26
F -1.73 1.05 -1.89
H 0.75 1.58 1.39
H -1.70 1.82 0.68
H 1.60 0.53 -0.86
H 1.80 -0.68 0.38
H -2.40 -0.42 -0.78
H 0.05 -1.15 -2.07
H 0.40 -2.09 0.53

Values from the calculation:
- Lowest unoccupied orbital energy: 0.943 eV
- Orbital gap: 9.36 eV
- E_HOMO: -8.4151 eV



--- y ---
DFT (ωB97M-V with the def2-TZVPD basis set) results for an isolated molecule of C5H7FO.

Atoms and positions in Å:
C -0.44 0.57 -0.05
C 0.32 -0.30 -1.04
C 1.38 -0.61 0.02
C 0.53 0.12 1.07
C -1.91 0.25 0.12
H -0.33 -1.15 -1.29
H 0.58 0.30 -1.99
H 1.64 -1.65 0.11
H 2.27 -0.07 -0.26
H 1.10 0.99 1.48
H 0.17 -0.64 1.77
H -2.58 1.17 0.24
O -2.34 -0.91 0.05
F -0.37 1.92 -0.21

Values from the calculation:
- Lowest unoccupied orbital energy: 0.684 eV
- Orbital gap: 10.75 eV
- SMILES: O=CC1(F)CCC1
- E_HOMO: -10.0615 eV



--- z ---
DFT (ωB97M-V with the def2-TZVPD basis set) results for an isolated molecule of C5H7FO.

Atoms and positions in Å:
C -0.16 1.01 1.42
C -0.10 0.16 0.41
C 0.57 0.39 -0.92
C 0.08 -0.83 -1.73
C -0.68 -1.24 0.37
H -0.65 0.85 2.37
H 1.68 0.39 -0.83
H 0.31 1.32 -1.37
H -0.83 -0.60 -2.23
H 0.79 -1.20 -2.48
H -1.78 -1.22 0.28
H -0.43 -1.83 1.23
O -0.10 -1.85 -0.77
F 0.38 2.24 1.32

Values from the calculation:
- Lowest unoccupied orbital energy: 0.994 eV
- Orbital gap: 10.33 eV
- SMILES: F/C=C1\CCOC1
- E_HOMO: -9.3410 eV



Top of the stability list: z, leading by 0.0098 hartree.